Below is 7 unconnected molecules or ions with the total composition C31H42BrINO28P2S7 in a non-equilibrium geometry, with properties calculated with ωB97M-V with the def2-TZVPD basis set.

ORCA input file:
```
! wB97M-V def2-TZVPD RIJCOSX def2/J DEFGRID3
* xyz -1 1
C 2.1786 -0.5165 2.8745
C 1.4339 -1.6321 2.6174
C 0.5299 -1.7779 1.3717
C 1.2213 -2.1655 0.1263
C 0.4864 -2.2999 -1.1610
C -0.9486 -2.0348 -1.1190
C -1.6456 -1.6534 0.1300
C -3.1917 -1.3912 -0.0247
O -4.0534 -2.1688 0.4274
O -3.4870 -0.2758 -0.6350
C -0.9271 -1.5060 1.4199
C -1.7298 -1.0544 2.6691
I -1.5170 1.1250 2.8522
C -1.4139 -1.8577 4.0031
C -0.6777 -0.9812 5.1194
S -1.9104 -2.1403 -2.6812
C -0.8532 -3.2113 -3.6880
C -1.4806 -3.9325 -4.8148
C -0.6617 -4.8096 -5.6856
P -1.4579 -5.6794 -7.1528
O -0.6199 -5.0709 -8.5118
Br -3.6072 -4.9665 -7.3477
C 0.7927 -4.9552 -5.3792
P 1.7553 -6.0603 -6.5338
C 2.1455 -7.5855 -5.5151
O 3.2522 -5.3616 -6.9594
C 1.3814 -4.2186 -4.2344
C 0.5727 -3.3248 -3.3618
N 1.2815 -2.6403 -2.3197
H 1.8870 0.4833 2.4534
H 3.0678 -0.5904 3.5579
H 1.4614 -2.4541 3.3759
H 2.3246 -2.3618 0.1420
H -2.8259 -1.2151 2.4538
H -0.7428 -2.7294 3.7593
H -2.3454 -2.2432 4.4916
H -1.4314 -0.2744 5.5660
H 0.2415 -0.4772 4.7396
H -0.3418 -1.6380 5.9821
H -2.5722 -3.7666 -4.9769
H 0.0550 -5.7636 -8.6809
H 2.4128 -7.2921 -4.4618
H 1.2292 -8.2467 -5.5445
H 2.9756 -8.1754 -5.9996
H 3.7503 -5.1909 -6.1336
H 2.4785 -4.3666 -4.0679
H 2.0852 -3.2045 -2.0252
C 7.0395 1.8090 1.9321
C 6.3742 1.0797 3.0831
O 5.0423 0.8314 2.6354
S 5.0492 0.6102 1.0375
O 5.0632 -0.7909 0.7784
O 4.0956 1.4904 0.4587
O 6.5304 1.1893 0.7491
H 6.7519 2.8607 1.9140
H 8.1256 1.7303 1.9666
H 6.3681 1.6652 4.0001
H 6.8549 0.1150 3.2720
C -6.6377 -1.6655 -1.4993
C -7.3167 -2.4187 -0.3790
O -8.6537 -2.6499 -0.8530
S -8.6211 -2.8302 -2.4560
O -8.6153 -4.2231 -2.7538
O -9.5673 -1.9278 -3.0280
O -7.1387 -2.2536 -2.7106
H -6.9191 -0.6092 -1.4929
H -5.5523 -1.7511 -1.4528
H -7.3283 -1.8570 0.5521
H -6.8432 -3.3885 -0.2108
C -8.1915 1.9598 -3.0036
C -7.1884 1.1761 -3.8266
O -6.8068 2.0638 -4.8833
S -6.8528 3.5832 -4.3395
O -5.5358 3.9689 -3.9646
O -7.6537 4.3548 -5.2290
O -7.6988 3.3029 -2.9917
H -9.1763 1.9627 -3.4776
H -8.2806 1.5769 -1.9880
H -7.6094 0.2565 -4.2296
H -6.2945 0.9410 -3.2420
C 4.2741 6.2758 -1.5632
C 3.1339 5.7347 -0.7225
O 3.7545 4.8548 0.2151
S 5.2287 5.4137 0.5687
O 5.1526 6.1481 1.7853
O 6.1653 4.3606 0.3642
O 5.3562 6.4656 -0.6496
H 4.5882 5.5496 -2.3172
H 4.0179 7.2153 -2.0506
H 2.3950 5.2033 -1.3197
H 2.6416 6.5344 -0.1619
C -1.2510 8.0775 2.0684
C -0.6413 6.7272 2.3959
O 0.7601 6.8928 2.1645
S 1.1794 8.4141 2.5098
O 1.7101 8.4425 3.8287
O 1.8684 8.9543 1.3873
O -0.3096 9.0409 2.5515
H -1.3544 8.2137 0.9889
H -2.2195 8.2195 2.5452
H -1.0421 5.9277 1.7753
H -0.7826 6.4738 3.4497
C 4.8606 -1.8700 7.8897
C 5.5773 -2.3336 6.6353
O 4.6774 -2.0370 5.5674
S 3.8314 -0.7091 5.9374
O 4.4528 0.4071 5.3124
O 2.4510 -1.0026 5.7972
O 4.1912 -0.6656 7.5147
H 4.1063 -2.5953 8.2055
H 5.5488 -1.6824 8.7128
H 5.8100 -3.3967 6.6576
H 6.4965 -1.7640 6.4716
*
```

Frontier orbital gap (Ha): 0.2405
E_LUMO (eV): 1.3
DFT total energy (a.u.): -9709.54889